The following is a DFT calculation (ωB97M-V/def2-TZVPD) of 3 unconnected molecules or ions with the total composition C33H22FN2O4 in a non-equilibrium geometry.

The geometry in ORCA input format:
```
! RIJCOSX wB97M-V def2-TZVPD def2/J DEFGRID3
* xyz 1 1
F 3.28 2.25 0.89
N 2.87 3.35 0.19
C 1.37 3.48 0.40
C 0.89 4.83 0.37
C -0.57 4.99 0.62
C -1.24 3.71 0.84
C -0.59 2.41 0.79
N 0.75 2.31 0.56
H 3.33 4.17 0.61
H 3.11 3.23 -0.81
H 1.53 5.72 0.19
H -1.08 5.97 0.66
H -2.34 3.72 1.04
H -1.16 1.46 0.96
C 1.91 -0.97 1.02
C 1.58 -2.31 0.81
C 1.58 -3.20 1.87
C 1.91 -2.77 3.15
C 2.26 -1.43 3.36
C 2.25 -0.54 2.29
C 2.66 -0.96 4.71
O 2.96 0.21 4.88
C 2.70 -1.93 5.82
C 3.13 -1.52 7.08
C 3.16 -2.42 8.14
C 2.75 -3.73 7.94
C 2.32 -4.15 6.69
C 2.31 -3.26 5.62
C 1.88 -3.72 4.28
O 1.53 -4.87 4.11
H 1.90 -0.28 0.19
H 1.33 -2.66 -0.19
H 1.32 -4.24 1.70
H 2.50 0.50 2.45
H 3.45 -0.49 7.24
H 3.50 -2.09 9.11
H 2.76 -4.43 8.77
H 2.01 -5.18 6.54
C -0.49 1.17 -1.95
C -0.48 2.34 -2.70
C -1.23 2.43 -3.86
C -1.99 1.34 -4.28
C -1.99 0.16 -3.54
C -1.24 0.08 -2.37
C -2.75 -1.03 -4.01
O -2.75 -2.05 -3.36
C -3.52 -0.93 -5.27
C -4.19 -2.05 -5.75
C -4.92 -1.97 -6.93
C -4.98 -0.77 -7.63
C -4.30 0.35 -7.16
C -3.56 0.27 -5.99
C -2.81 1.46 -5.52
O -2.86 2.50 -6.13
H 0.09 1.10 -1.05
H 0.12 3.19 -2.38
H -1.23 3.35 -4.44
H -1.24 -0.83 -1.78
H -4.15 -2.99 -5.21
H -5.44 -2.84 -7.30
H -5.56 -0.71 -8.55
H -4.35 1.28 -7.72
*
```

Output
frontier orbital gap = 7.39 eV
HOMO level = -0.4216 Eh

natural (NBO) population analysis, charges in e, atoms 1 to 4:
1 F -0.12
2 N -0.11
3 C 0.26
4 C -0.27



The following is a DFT calculation (ωB97M-V/def2-TZVPD) of a molecular structure, C9H4BrN4OS2Sn.

The geometry in ORCA input format:
```
! RIJCOSX wB97M-V def2-TZVPD def2/J DEFGRID3
* xyz 1 1
Sn -0.35 2.08 -0.44
S -2.76 2.52 0.62
C -2.84 1.26 1.71
C -4.14 0.90 2.19
N -5.20 0.61 2.55
C -1.72 0.53 2.19
S -0.13 0.69 1.68
C -1.95 -0.48 3.19
N -2.13 -1.30 3.97
O 2.06 4.39 0.59
N 1.84 3.28 0.51
Br -1.59 -0.50 -1.76
C 0.27 -0.91 -1.70
C 0.73 -2.12 -2.19
C 2.10 -2.34 -2.11
C 2.92 -1.37 -1.55
C 2.35 -0.21 -1.08
N 1.03 0.02 -1.15
H 0.05 -2.84 -2.62
H 2.51 -3.27 -2.49
H 3.99 -1.52 -1.48
H 2.95 0.57 -0.64
*
```

Output
energy above the lowest of the compared OMol25 structures with the same formula, charge and spin = 34.9 kJ/mol
frontier orbital gap (alpha / beta) = 5.75 / 7.68 eV
HOMO level (alpha / beta) = -0.4606 / -0.4603 Eh

natural (NBO) population analysis, charges in e, atoms 1 to 4:
1 Sn 0.99
2 S 0.09
3 C -0.26
4 C 0.19



The following is a DFT calculation (ωB97M-V/def2-TZVPD) of a molecular structure, C7H12S in a non-equilibrium geometry.

The geometry in ORCA input format:
```
! RIJCOSX wB97M-V def2-TZVPD def2/J DEFGRID3
* xyz 0 1
C -1.08 1.37 -0.28
C 0.29 0.97 -0.95
C 1.32 0.11 1.26
C 0.10 -0.68 0.96
C -1.68 0.22 0.58
C 0.96 -0.16 -0.14
C 1.74 -1.17 -0.92
S -3.09 -0.65 -0.24
H -0.96 2.19 0.37
H -1.75 1.41 -1.10
H 0.00 0.66 -1.98
H 0.86 1.87 -0.88
H 1.43 1.15 1.48
H 2.20 -0.41 1.65
H 0.01 -1.64 1.30
H -2.05 0.51 1.68
H 1.97 -2.03 -0.19
H 2.58 -0.82 -1.55
H 0.97 -1.62 -1.71
H -3.84 -1.27 0.65
*
```

Output
energy above the lowest of the compared OMol25 structures with the same formula, charge and spin = 389.6 kJ/mol
frontier orbital gap = 9.25 eV
HOMO level = -0.3084 Eh

natural (NBO) population analysis, charges in e, atoms 1 to 4:
1 C -0.45
2 C -0.38
3 C -0.45
4 C -0.16



The following is a DFT calculation (ωB97M-V/def2-TZVPD) of a molecular structure, C26H33LuN4O3Te in a non-equilibrium geometry.

The geometry in ORCA input format:
```
! RIJCOSX wB97M-V def2-TZVPD def2/J DEFGRID3
* xyz 2 1
Lu -0.12 -0.14 -0.21
C -2.31 1.89 -1.61
O -2.10 0.94 -0.61
C -3.26 0.69 0.18
C -2.87 -0.02 1.52
O -1.81 -0.95 1.40
C -2.27 -2.25 1.08
C -2.84 -2.43 -0.32
O -1.80 -2.04 -1.20
C -2.05 -2.00 -2.57
H -3.26 2.50 -1.54
H -2.38 1.42 -2.64
H -1.57 2.68 -1.62
H -3.88 0.01 -0.40
H -3.72 1.62 0.45
H -3.84 -0.37 1.83
H -2.63 0.67 2.34
H -2.99 -2.64 1.82
H -1.41 -3.00 1.12
H -3.78 -1.95 -0.64
H -2.95 -3.54 -0.39
H -3.17 -1.83 -2.79
H -1.74 -2.94 -3.07
H -1.54 -1.17 -3.06
N 0.39 1.01 -2.35
C 1.81 0.92 -2.88
C 2.13 1.24 -4.19
C 3.52 1.33 -4.55
C 4.46 1.03 -3.58
C 4.14 0.76 -2.24
C 5.12 0.60 -1.17
C 4.66 0.32 0.05
C 3.30 0.28 0.34
N 2.38 0.42 -0.56
C 2.79 0.72 -1.86
H -0.27 1.20 -3.14
H 0.32 1.91 -1.83
H 1.30 1.51 -4.80
H 3.84 1.73 -5.50
H 5.51 1.09 -3.80
H 6.17 0.74 -1.35
H 5.27 0.08 0.90
H 2.95 0.02 1.37
Te 0.70 2.36 0.99
C -0.88 2.74 2.31
C -2.03 3.48 1.87
C -3.00 3.80 2.83
C -2.83 3.41 4.14
C -1.75 2.64 4.54
C -0.76 2.35 3.63
H -2.20 3.80 0.91
H -3.92 4.29 2.53
H -3.65 3.74 4.82
H -1.61 2.34 5.62
H 0.10 1.75 3.87
N 1.17 -2.28 -1.12
C 1.48 -2.76 0.18
C 2.16 -3.88 0.60
C 2.28 -4.07 1.97
C 1.84 -3.11 2.87
C 1.28 -1.96 2.35
N 1.11 -1.80 1.03
H 0.81 -3.02 -1.70
H 2.06 -1.96 -1.46
H 2.57 -4.54 -0.12
H 2.75 -4.96 2.40
H 1.89 -3.22 3.98
H 0.94 -1.21 3.02
*
```

Output
energy above the lowest of the compared OMol25 structures with the same formula, charge and spin = 68.9 kJ/mol
frontier orbital gap = 7.14 eV
HOMO level = -0.4631 Eh

natural (NBO) population analysis, charges in e, atoms 1 to 4:
1 Lu 1.64
2 C -0.28
3 O -0.62
4 C -0.08



The following is a DFT calculation (ωB97M-V/def2-TZVPD) of a single CO2 molecule in a non-equilibrium geometry.

The geometry in ORCA input format:
```
! RIJCOSX wB97M-V def2-TZVPD def2/J DEFGRID3
* xyz 0 1
O -0.19 0.90 0.67
C -0.07 0.02 -0.03
O 0.26 -0.92 -0.64
*
```

Output
energy above the lowest of the compared OMol25 structures with the same formula, charge and spin = 7.3 kJ/mol
structure (SMILES) = O=C=O
frontier orbital gap = 13.50 eV
HOMO level = -0.4789 Eh

From a natural (NBO) analysis of the wavefunction, the atomic charges in e read:
1 O -0.50
2 C 1.02
3 O -0.52



The following is a DFT calculation (ωB97M-V/def2-TZVPD) of a molecular structure, C28H37ClN5O2PdSTe in a non-equilibrium geometry.

The geometry in ORCA input format:
```
! RIJCOSX wB97M-V def2-TZVPD def2/J DEFGRID3
* xyz 1 5
Pd 2.75 1.97 1.32
C 6.31 -2.17 -1.44
C 5.13 -2.19 -0.49
N 5.13 -0.98 0.41
C 5.81 -1.12 1.74
C 7.28 -0.82 1.73
C 4.66 0.21 -0.05
S 4.98 1.84 0.78
N 4.20 0.30 -1.32
C 3.05 0.96 -1.54
O 2.23 1.48 -0.69
C 2.66 1.05 -2.94
C 1.31 1.33 -3.17
C 0.81 1.68 -4.44
C 1.73 1.65 -5.48
C 3.11 1.30 -5.22
C 3.58 1.00 -3.99
H 6.54 -1.19 -1.78
H 5.99 -2.77 -2.31
H 7.20 -2.62 -1.08
H 5.20 -3.08 0.17
H 4.15 -2.21 -1.02
H 5.65 -2.16 2.14
H 5.29 -0.41 2.39
H 7.93 -1.59 1.30
H 7.56 -0.65 2.76
H 7.47 0.09 1.21
H 0.64 1.18 -2.31
H -0.29 1.91 -4.59
H 1.44 2.05 -6.44
H 3.77 1.37 -6.08
H 4.62 0.72 -3.80
C -5.38 1.55 3.18
C -4.80 0.17 3.14
C -5.82 -0.86 2.74
C -4.25 -0.27 4.54
C -3.62 0.19 2.09
O -2.76 -0.96 2.20
C -4.20 0.14 0.65
C -3.20 0.34 -0.50
C -3.32 -0.56 -1.72
C -2.40 -1.60 -1.82
C -2.28 -2.40 -2.99
C -3.05 -2.12 -4.15
Cl -3.04 -2.98 -5.61
C -3.87 -0.97 -4.09
C -4.07 -0.29 -2.89
C -2.72 1.51 2.18
N -1.28 1.37 2.19
C -0.24 1.94 1.53
N 0.89 1.35 1.91
C 0.53 0.58 3.00
N -0.77 0.54 3.17
H -6.49 1.51 3.46
H -5.42 2.02 2.20
H -4.88 2.24 3.84
H -6.25 -0.76 1.75
H -6.61 -0.98 3.50
H -5.33 -1.87 2.78
H -5.20 -0.29 5.12
H -3.49 0.43 5.00
H -3.87 -1.32 4.58
H -2.14 -0.76 2.91
H -5.05 0.86 0.58
H -4.64 -0.90 0.70
H -2.17 0.15 -0.16
H -3.19 1.36 -0.95
H -1.77 -1.82 -0.97
H -1.57 -3.19 -3.10
H -4.55 -0.67 -4.88
H -4.85 0.47 -2.84
H -3.09 2.06 3.10
H -3.02 2.16 1.35
H -0.38 2.60 0.64
H 1.24 0.11 3.65
Te 4.50 1.77 3.17
*
```

Output
frontier orbital gap (alpha / beta) = 6.14 / 4.47 eV
HOMO level (alpha / beta) = -0.3326 / -0.3883 Eh

Löwdin population analysis, charges in e, atoms 1 to 4:
1 Pd 0.49
2 C -0.07
3 C -0.16
4 N -0.08



The following is a DFT calculation (ωB97M-V/def2-TZVPD) of a molecular structure, C33H40N2O10PTi.

The geometry in ORCA input format:
```
! RIJCOSX wB97M-V def2-TZVPD def2/J DEFGRID3
* xyz -1 1
Ti 0.83 -0.32 0.00
O 1.40 -2.62 -2.70
C 2.77 -2.65 -3.05
C 3.39 -1.26 -2.97
N 3.22 -0.57 -1.68
C 3.61 0.82 -1.83
C 2.87 1.79 -0.92
O 3.29 2.90 -0.70
O 1.71 1.34 -0.52
C 4.00 -1.22 -0.62
C 3.60 -0.74 0.77
O 4.38 -0.33 1.59
O 2.30 -0.87 1.00
H 1.41 -2.93 -1.77
H 2.87 -3.00 -4.08
H 3.31 -3.36 -2.42
H 2.92 -0.64 -3.73
H 4.46 -1.33 -3.24
H 3.34 1.16 -2.84
H 4.69 0.97 -1.72
H 5.08 -1.03 -0.76
H 3.80 -2.29 -0.63
C -1.16 1.65 -4.43
C -0.22 1.60 -3.23
C 0.22 3.02 -2.87
P -0.87 0.66 -1.76
C -2.25 -0.39 -2.38
C -1.65 -1.51 -3.23
C -3.07 -0.96 -1.23
C -1.56 1.86 -0.60
C -2.43 2.88 -0.98
C -2.95 3.78 -0.06
C -3.91 4.87 -0.48
C -2.56 3.64 1.27
C -1.71 2.64 1.68
C -1.19 1.71 0.76
N -0.38 0.66 1.17
C -0.32 0.36 2.56
C -1.36 -0.39 3.15
C -2.59 -0.73 2.36
C -1.25 -0.75 4.48
C -0.15 -0.38 5.25
C -0.03 -0.84 6.68
C 0.82 0.41 4.67
C 0.75 0.81 3.33
C 1.81 1.73 2.79
H -0.67 2.18 -5.25
H -2.07 2.20 -4.20
H -1.44 0.66 -4.80
H 0.67 1.02 -3.52
H -0.65 3.68 -2.82
H 0.88 3.40 -3.65
H 0.73 3.09 -1.91
H -2.89 0.25 -3.00
H -1.02 -2.15 -2.61
H -1.02 -1.15 -4.04
H -2.45 -2.12 -3.66
H -2.47 -1.63 -0.61
H -3.89 -1.55 -1.64
H -3.49 -0.18 -0.60
H -2.72 2.97 -2.02
H -3.95 4.95 -1.57
H -3.61 5.84 -0.09
H -4.92 4.67 -0.12
H -2.94 4.34 2.01
H -1.44 2.55 2.72
H -2.34 -1.32 1.48
H -3.11 0.17 2.04
H -3.27 -1.33 2.97
H -2.04 -1.35 4.93
H -0.94 -0.61 7.24
H 0.81 -0.36 7.18
H 0.12 -1.92 6.73
H 1.67 0.74 5.27
H 2.00 2.52 3.52
H 1.52 2.18 1.85
H 2.74 1.19 2.63
O -1.12 -6.01 2.29
C -0.54 -5.19 1.64
C -1.08 -3.88 1.11
O -2.25 -3.52 1.18
C 0.04 -3.20 0.52
C 1.18 -4.02 0.40
O 2.22 -3.78 -0.24
C 0.91 -5.29 1.16
O 1.66 -6.21 1.34
O -0.03 -1.97 0.02
*
```

Output
energy above the lowest of the compared OMol25 structures with the same formula, charge and spin = 11.7 kJ/mol
frontier orbital gap = 6.93 eV
HOMO level = -0.1863 Eh

natural (NBO) population analysis, charges in e, atoms 1 to 4:
1 Ti 2.09
2 O -0.73
3 C -0.08
4 C -0.23



Calculated values (a.u.) of total energy for the records, taken in order: -1780.73741, -4223.96821, -671.96852, -2958.40989, -188.61928, -2767.30311, -3334.51434.